{
  "formula": "C32H85N7O9",
  "method": "ωB97M-V/def2-TZVPD",
  "elements": ["H", "H", "O", "H", "C", "H", "H", "C", "H", "H", "N", "H", "H", "H", "H", "H", "C", "C", "H", "H", "O", "C", "N", "H", "H", "H", "H", "O", "H", "H", "H", "C", "H", "H", "H", "H", "H", "C", "H", "C", "H", "N", "H", "H", "H", "N", "H", "H", "H", "C", "O", "C", "H", "C", "C", "H", "C", "H", "H", "H", "H", "H", "H", "H", "H", "N", "N", "C", "H", "C", "C", "H", "H", "H", "H", "C", "H", "O", "H", "H", "H", "C", "H", "H", "O", "H", "H", "H", "H", "H", "C", "H", "H", "H", "H", "H", "H", "H", "H", "C", "H", "H", "H", "H", "C", "C", "H", "C", "H", "O", "H", "C", "H", "C", "C", "H", "C", "H", "C", "H", "O", "C", "H", "H", "O", "C", "H", "H", "H", "C", "C", "H", "N"],
  "positions_angstrom": [[1.3908, -3.4294, -6.3885], [0.4560, 0.9195, 0.1481], [4.1164, 2.1498, 0.3087], [-0.5091, -4.6517, -8.9817], [4.7412, -0.4047, 4.2569], [-2.4764, -3.0097, 7.3007], [0.0362, 1.7838, -2.2435], [2.7990, -1.3839, 5.0127], [-2.1535, -3.6667, 4.3536], [0.7977, 7.3525, 2.1242], [1.0660, -2.8990, 4.2388], [-1.3188, 1.6999, 1.9604], [0.8196, -0.9111, 3.9992], [-6.8535, -2.5877, -2.8959], [-4.8640, 0.7949, 0.8495], [1.4698, -2.9211, -0.4215], [1.2531, -1.5228, 4.7905], [-1.1714, 5.7638, 0.2862], [7.2614, -3.0160, 1.3319], [-6.0800, -3.7514, -1.6572], [-5.0439, -1.0645, -2.4181], [-3.7201, -0.2037, 3.0265], [-6.5203, -3.0524, -1.0761], [-0.8692, -4.8882, -7.3372], [2.8897, -0.6599, 5.8225], [1.0857, 5.5508, 2.2538], [-4.3529, 0.9965, -2.7475], [-1.2816, 0.9603, -0.8348], [3.3976, 2.2456, -2.9979], [4.9197, 2.6817, -2.3830], [-1.5801, 4.4183, -2.7268], [0.3373, 6.1197, 0.3127], [2.5786, -1.7318, -5.1098], [1.2380, -1.0397, -7.0907], [-0.8941, -3.9440, 5.6965], [-0.9124, -0.5585, -6.9998], [-1.2471, 4.7867, 0.7631], [-0.2292, -3.1717, 3.8000], [-0.0372, 4.6069, -2.2816], [-2.6485, -2.1994, 6.5922], [0.0592, -0.6727, -0.4006], [-0.5890, -0.5142, -6.0440], [0.6898, 5.1600, -0.0652], [4.1313, -3.5860, -0.9888], [-1.6533, 6.5866, 0.8144], [4.4508, 4.7068, -0.8380], [-3.9042, -0.7159, 3.9709], [-3.7099, 0.1515, -1.3183], [2.5174, 1.2288, 1.5047], [1.7964, -2.5358, 0.5444], [3.4862, -0.8477, 3.8948], [-1.3291, -3.2779, 4.9514], [-2.4437, -1.3708, 7.2701], [3.9637, 3.1182, -2.6720], [4.2809, -3.0690, -0.0409], [5.4135, -1.2031, 4.5712], [0.6486, -1.3449, -6.2261], [-6.3924, -0.3649, -0.9772], [4.7128, 0.2438, 5.1325], [-8.8862, -3.2286, -1.7446], [1.5284, 7.0607, -0.9114], [4.8927, 5.0872, -1.6627], [6.0560, -1.7527, 0.8962], [-0.5065, -2.4472, 3.0343], [1.1700, -1.4773, -4.1248], [3.4987, -3.0155, 2.2531], [0.5979, 7.2331, -0.5585], [3.5716, 1.1370, 1.2432], [-3.7642, -0.9380, 2.2222], [-2.2816, 0.3809, 3.4001], [3.0867, -3.2838, 0.9112], [-5.7747, -2.5279, -0.6412], [-3.7109, -2.1842, 6.3489], [-0.7299, 0.3376, -2.8980], [-2.2368, 1.1085, 4.2104], [6.5263, -2.6893, 0.5964], [2.1691, 6.4246, 1.4044], [-1.8026, -2.0346, 5.4934], [-3.4507, 1.7835, 1.3133], [4.4807, -3.2453, 2.1988], [-2.0401, -0.8570, 0.7950], [3.0119, 2.7811, -0.2954], [5.2217, 4.3072, -0.3221], [3.9397, 3.7413, -3.5661], [-0.0578, -3.0527, -7.7579], [-9.2401, -1.5317, -2.0153], [-0.5225, -1.0398, 1.7046], [-1.0242, 3.5678, -1.3050], [3.2372, -2.3572, 5.2338], [1.7343, -3.0848, 3.5046], [-0.8827, 1.1976, -2.2459], [2.3132, 3.3406, 0.3266], [7.0553, -2.8111, -0.3487], [1.9643, -1.4612, 0.4725], [-1.6789, -0.4424, 3.7835], [0.9722, -2.6253, 1.2521], [-0.2516, 0.4362, -5.9895], [-8.6687, -2.0032, -0.4943], [2.7515, -4.2878, 1.1715], [-0.0944, -4.4829, -7.9879], [-0.1055, -3.3511, -5.6810], [3.7079, 0.0903, 0.9713], [5.3409, 0.1165, 3.5107], [2.6280, 4.4163, -1.6045], [1.1003, 6.4359, 1.6178], [-1.0140, 4.5373, -1.8029], [0.0302, 7.0447, -1.3723], [3.4953, 3.8040, -1.3576], [3.4497, -2.0558, 2.5641], [-4.6301, 0.8627, 2.8733], [0.8733, -4.9422, -7.7865], [-4.4523, 1.4661, 1.6033], [4.3833, -2.0124, -0.2886], [-4.1235, 0.0211, -2.3184], [-8.5287, -2.2167, -1.5540], [2.4948, 2.0098, -0.8662], [-6.4274, -0.7708, -1.9883], [-3.2773, -0.3253, -2.9117], [0.4556, -2.8782, -6.4869], [-0.0610, -4.1783, 3.4173], [-1.5581, 5.6836, -1.1084], [-7.0731, -2.0680, -1.9634], [-1.7632, 1.6686, -2.6829], [4.2230, 1.2235, 2.1128], [5.4908, -3.6109, 0.5998], [-0.3798, 0.2315, 0.0209], [-5.0109, 2.4002, 1.5445], [1.8381, -0.0633, -5.0435], [-6.9618, -0.0684, -2.6280], [1.6666, -1.1396, -5.0345], [-1.1652, -0.3330, 1.1797], [0.6394, -1.6387, 5.6838], [-1.4783, 0.7226, 2.1592]],
  "atomic_forces_ev_per_a": [[0.8, 0.4, -0.2], [0.2, -0.1, 1.1], [-1.6, -1.1, 1.4], [0.6, 0.0, -0.2], [1.7, 0.2, 1.1], [0.4, -0.8, -0.7], [-0.1, 0.3, -0.2], [-1.7, 0.9, 0.4], [-0.4, -0.8, 0.6], [0.0, -0.2, -0.1], [1.9, 0.7, 1.5], [-0.1, -0.5, -0.4], [0.2, 1.2, 0.5], [-0.8, 0.9, -1.0], [0.1, -0.1, -0.3], [-0.3, 0.2, -0.1], [1.0, -3.0, -1.5], [1.7, 0.8, -0.2], [-0.1, 0.1, 0.3], [0.4, -0.2, 0.4], [-1.5, 1.5, 0.1], [1.8, 1.5, 2.5], [2.1, -0.2, 1.5], [0.2, -0.3, 0.4], [0.5, -0.2, 0.4], [-0.6, 0.1, 0.6], [-0.9, 0.0, 0.0], [0.1, -0.7, -1.6], [-0.6, -0.1, 0.4], [0.5, 0.3, -0.7], [-0.8, 0.0, 0.3], [0.1, -0.4, 0.9], [0.0, 0.3, -0.4], [-0.2, 0.3, -0.4], [-0.4, -0.1, 0.2], [-1.0, 0.1, -0.2], [-0.6, 0.1, 0.2], [-1.0, -0.2, 1.2], [0.8, 0.8, 0.8], [-0.3, 0.9, 1.3], [-0.1, 0.0, -1.0], [1.4, -1.4, -0.7], [1.1, -0.1, -0.2], [0.0, -0.2, -0.1], [-0.9, -0.3, -0.4], [1.1, 1.3, 0.0], [-0.9, -0.2, -0.1], [-0.4, 0.1, 0.3], [0.1, 0.6, -0.1], [0.7, 0.1, -0.6], [-0.8, 0.7, -0.6], [0.6, 0.6, -2.3], [-0.3, 0.5, -0.2], [-0.1, -0.8, 0.8], [-0.1, -1.5, 0.2], [-0.1, -0.6, 0.1], [2.0, -1.2, 1.0], [0.0, 0.3, 0.3], [-0.3, 0.3, 0.1], [0.2, 0.1, 0.0], [0.5, 0.5, 0.0], [0.2, 0.7, 0.1], [0.9, 0.7, -0.5], [-0.8, -0.1, -0.3], [0.0, 0.4, 0.3], [0.8, 0.9, 1.1], [0.0, -0.3, -1.0], [1.7, 0.5, 0.3], [0.3, 0.2, -0.3], [1.0, -2.1, -3.3], [-1.4, -0.1, 0.9], [0.7, -0.7, 0.7], [-0.1, -0.1, -0.3], [0.1, -0.7, 0.6], [-0.5, 0.4, -0.6], [0.5, -0.6, 0.3], [0.1, 0.7, -0.4], [1.2, -1.0, -0.1], [0.2, -0.6, 0.4], [0.3, -0.3, 0.9], [-0.1, 0.0, -0.2], [0.6, 0.7, -2.3], [-0.2, -0.6, 0.2], [0.6, 0.4, 0.3], [-0.2, -1.6, -0.6], [-0.1, 0.2, -0.6], [0.0, -0.3, -0.2], [-0.3, 0.3, 0.7], [-0.2, 0.0, 0.4], [0.3, -0.1, -0.1], [-0.5, -0.4, 1.7], [0.2, -0.3, 0.8], [0.0, 1.1, -0.4], [0.2, 0.1, -0.2], [-0.4, -0.3, 0.4], [0.2, -0.5, 0.2], [0.1, 0.4, 0.3], [0.4, -0.2, 0.2], [0.3, -0.9, -2.0], [-1.4, 1.1, -0.2], [-1.0, 0.1, 0.0], [0.1, 0.0, -1.0], [-0.8, 0.0, -0.6], [-0.4, -0.1, 0.0], [-0.3, -1.6, -0.2], [-0.6, 0.2, -1.0], [-0.4, 0.5, -0.4], [-1.3, -1.5, -0.7], [0.0, 0.3, -0.3], [0.2, 0.0, -0.4], [0.0, 0.0, -0.3], [-0.8, 0.6, -0.5], [0.2, 0.2, 0.3], [1.1, -1.0, -0.3], [-1.4, 1.5, -0.6], [-0.6, 0.0, 0.1], [2.0, 0.7, 0.3], [0.1, 0.0, -0.1], [0.1, 1.8, 1.3], [-1.2, -0.2, -0.5], [0.4, -1.1, 0.6], [-2.3, -3.1, -1.0], [0.4, 0.6, 0.1], [-0.5, 0.2, 0.3], [-2.4, -0.4, -0.7], [-0.4, 0.0, -1.4], [-0.4, -0.1, 0.4], [0.4, -0.1, 0.6], [0.3, 0.1, -0.3], [-1.8, -0.2, -0.7], [0.5, 2.3, 1.7], [0.4, 1.3, 0.3], [-0.5, 0.3, 1.3]],
  "lowdin_charge": [0.110, 0.105, -0.156, 0.088, -0.142, 0.085, 0.072, -0.173, 0.116, 0.078, -0.110, 0.095, 0.113, 0.140, 0.069, 0.085, -0.111, -0.150, 0.090, 0.078, -0.183, -0.196, 0.027, 0.085, 0.114, 0.066, 0.090, -0.215, 0.058, 0.080, 0.088, -0.474, 0.071, 0.124, 0.123, 0.062, 0.117, -0.237, 0.075, -0.132, 0.097, 0.050, 0.090, 0.122, 0.129, 0.042, 0.103, 0.064, 0.084, -0.042, -0.236, -0.157, 0.086, -0.053, -0.130, 0.093, -0.391, 0.124, 0.090, 0.077, 0.071, 0.072, 0.084, 0.076, 0.064, 0.047, 0.054, -0.049, 0.112, -0.123, -0.418, 0.067, 0.085, 0.070, 0.124, -0.122, 0.068, -0.224, 0.070, 0.068, 0.117, -0.227, 0.076, 0.074, -0.175, 0.064, 0.071, 0.062, 0.130, 0.057, -0.070, 0.115, 0.093, 0.057, 0.064, 0.056, 0.056, 0.077, 0.137, -0.081, 0.125, 0.061, 0.079, 0.110, -0.052, -0.107, 0.059, -0.451, 0.041, -0.173, 0.087, -0.107, 0.110, -0.112, -0.077, 0.105, -0.165, 0.078, -0.264, 0.128, -0.184, -0.487, 0.078, 0.064, -0.219, -0.206, 0.088, 0.063, 0.134, -0.062, -0.189, 0.114, -0.085],
  "lumo_energy_ha": 0.01247,
  "e_homo_ev": -7.753,
  "de_lowest_ev": 6.004,
  "smiles": "COC[C@H](C)N.COC[C@H](C)N.COC[C@H](C)N.COC[C@H](C)N.COC[C@H](C)N.COCCNCCOC.COCCNCCOC"
}